{
  "formula": "C4H5ClN2O",
  "method": "the ωB97M-V functional and the def2-TZVPD basis",
  "de_lowest_ev": 1.1369,
  "max_force_ev_per_a": 5.261,
  "smiles": "O=c1cncc[nH]1.Cl",
  "symbols": ["C", "C", "C", "C", "N", "N", "O", "Cl", "H", "H", "H", "H", "H"],
  "positions_angstrom": [[-0.819, -1.590, 0.953], [-1.179, -0.796, -0.141], [1.137, -0.395, 1.172], [0.762, 0.507, 0.097], [0.412, -1.453, 1.411], [-0.429, 0.177, -0.493], [1.522, 1.383, -0.296], [-0.318, 2.497, -2.101], [-1.248, -2.509, 1.196], [-2.133, -0.859, -0.825], [2.097, -0.286, 1.588], [-0.633, 0.908, -1.195], [0.826, 2.416, -1.366]]
}